Record 1
Here is 5 unconnected molecules or ions with the total composition C19H30FN4P from the Open Molecules 2025 dataset. Energies are from ωB97M-V with the def2-TZVPD basis set.

XYZ file:
```
55
Properties=species:S:1:pos:R:3
H 0.01321 -1.34360 0.55669
N -0.26700 4.09046 -2.25636
H 1.78236 -3.06896 -4.01420
H -0.84442 -2.56987 -3.48418
H 0.95256 -4.69768 2.81912
C -1.71764 1.75741 1.46145
H 1.14666 5.58475 -2.82810
C 1.18244 -3.50769 -3.23389
H -1.06565 7.02330 -3.42064
P 0.62111 -3.30033 4.81083
H -0.47919 -4.18268 4.82372
C -0.11654 -2.98070 2.00839
H 1.70025 2.89430 -3.02828
C 1.60785 -4.43894 -2.32378
H 3.03228 2.11926 -0.78262
N 0.55172 -4.74420 -1.51036
N 1.18567 -0.19581 -2.13649
H 1.90192 -3.20032 2.70814
N -1.98881 2.53193 3.51951
H 0.35933 3.35448 -1.97012
H -3.18392 5.42714 -2.81684
H 2.36321 -0.46650 -0.37552
H 0.78540 -1.11719 -2.22475
H -2.33214 0.45559 3.15924
C -1.03035 6.02108 -3.02621
H 0.43971 -3.06373 6.25075
C 2.05021 0.20464 -1.15648
H -2.11924 3.10983 -1.89171
H 0.28615 0.73386 -3.83373
H -2.17008 2.56401 4.50572
C 0.10815 5.31572 -2.73401
F -1.39320 -3.03620 2.67132
C 1.66260 1.92807 -2.54923
C -1.40657 3.14171 1.47308
H 0.57651 -5.41132 -0.76003
H -1.66075 1.09016 0.61648
C 0.90184 -3.60284 2.93171
H 1.87978 -3.89830 5.07124
H -0.58136 -0.88560 2.15005
H -1.45861 4.57640 3.17661
C -2.13903 5.18604 -2.71259
H 2.56771 -4.90942 -2.19536
C -2.05833 1.41006 2.74043
H 0.56601 -1.89473 4.59459
H -1.48483 -4.11419 -1.36296
C 0.13504 -1.52830 1.62973
C -0.54430 -4.01581 -1.87848
C -0.18714 -3.23804 -2.95037
H -0.29654 -3.58728 1.11424
C -1.63168 4.00509 -2.24005
C 0.94027 0.84557 -2.98529
H -1.06396 3.70838 0.62232
H 1.14359 -1.19389 1.90009
C -1.59231 3.59644 2.75128
C 2.37007 1.51843 -1.38409
```

Gap between HOMO and LUMO (eV): 8.438
Multiplicity: 1
SMILES: C[C@H](F)C[PH4].c1cc[nH]c1.c1cc[nH]c1.c1cc[nH]c1.c1cc[nH]c1
Lowest unoccupied orbital energy (eV): 0.4966
Calculated total energy (eV): -38152.4233
Total charge: 0


Record 2
Here is 4 unconnected molecules or ions with the total composition C28H26O15 at a distorted geometry from the Open Molecules 2025 dataset. Energies are from ωB97M-V with the def2-TZVPD basis set.

XYZ file:
```
69
Properties=species:S:1:pos:R:3
C 6.73898 0.93677 2.62480
H 8.04345 2.15687 1.22578
H -0.40921 0.98996 -0.73229
C -3.70864 -3.97723 0.06366
C -2.32345 -1.57390 -2.87121
H -4.51860 -1.50771 1.76493
O 3.48827 -0.68777 0.79758
H -1.63982 2.91473 0.53072
C 1.14875 3.21067 0.67543
H 2.02168 2.37280 2.36769
H 0.85807 3.66570 2.68568
C -0.16694 0.60688 1.39627
O -2.16368 -2.07354 -1.77152
H 0.26261 1.29817 3.34882
H -0.36699 -1.09425 -1.81075
H 5.96818 -0.00758 4.43171
O -0.23151 5.22540 0.71332
H -4.57896 -4.26996 -0.50622
C -0.04032 1.74313 2.40580
H -0.40240 -3.00101 2.05435
H -0.47120 -5.76223 -0.22254
O -4.65272 -1.29356 -5.67022
C -1.03047 0.85380 0.14525
H 3.15544 -1.36800 2.68398
C -1.27672 -3.30223 1.49471
O 1.74317 3.27103 -2.72878
O 3.80314 -1.11593 3.36789
O 7.38443 1.91615 0.54788
C 1.05731 2.78217 2.09088
C -1.26930 -4.34255 0.65296
C 0.57808 4.50228 0.17093
O 7.73598 1.43548 3.10703
C 6.48243 1.16604 1.15976
H -0.50244 0.47937 -5.02207
H 5.22711 0.79898 -0.51697
C -2.48835 -4.73654 -0.13240
C 4.47712 -0.16983 1.28432
C -1.29348 -0.13790 -4.62070
C -3.71935 -2.94329 0.90831
C 4.72025 -0.38097 2.75244
O -2.38488 -5.67385 -0.90010
O -2.63226 0.13811 -6.54361
O -0.19898 -5.09339 0.43340
H -1.59378 -0.05988 -0.04831
C -2.49426 -2.52825 1.66584
O 1.06960 4.72061 -1.09608
C -3.51763 -1.75591 -3.67373
H 0.84798 0.39302 1.06118
H -4.31367 -2.36269 -3.26603
C 1.57358 3.49121 -1.55730
O -4.79175 -2.18722 1.12174
H -0.97363 2.24964 2.60886
C -3.23857 1.63149 1.14386
H -4.02169 2.36547 0.97684
C 1.73444 2.63098 -0.37116
H -3.66047 0.65793 0.91980
O -2.57173 -1.53751 2.36852
C -3.59834 -1.17607 -4.87875
H 2.26214 1.69490 -0.36247
C -2.48095 -0.33599 -5.43534
H -2.47742 2.09475 -0.76849
O -0.16667 -0.57974 -2.61427
C 5.78344 0.13962 3.37720
H -4.44569 -0.78160 -6.47452
H -2.99935 1.67767 2.19911
C 5.41845 0.64241 0.53546
C -1.21511 -0.71522 -3.41537
C -2.06851 1.96504 0.22921
H -0.48419 -0.28595 1.91729
```

Gap between HOMO and LUMO (eV): 7.856
Multiplicity: 1
SMILES: CCCCCCC1=CC(=O)OC1=O.O=C1C=C(O)C(=O)C=C1O.O=C1C=C(O)C(=O)C=C1O.O=C1C=C(O)C(=O)C=C1O
Lowest unoccupied orbital energy (eV): -1.8329
Calculated total energy (eV): -60168.9001
Total charge: 0


Record 3
Here is a single C4H8O2 molecule at a distorted geometry from the Open Molecules 2025 dataset. Energies are from ωB97M-V with the def2-TZVPD basis set.

XYZ file:
```
14
Properties=species:S:1:pos:R:3
C -1.70047 -1.13424 0.34458
H -2.31282 -0.79253 1.19720
H 1.11235 1.92300 -0.99312
H 0.02845 -1.89062 -1.08921
H 0.20010 1.41055 1.55779
H -1.93403 -0.43956 -0.49472
C 1.08368 1.01254 -0.40437
C -0.06099 0.94461 0.59167
H -0.98825 1.40247 0.22556
H 1.40401 -1.57692 0.04688
O -0.24886 -0.51855 0.66255
O 0.83092 -0.05949 -1.28169
C 0.54869 -1.13062 -0.47778
H 2.03722 0.84935 0.11465
```

Gap between HOMO and LUMO (eV): 7.757
Multiplicity: 1
Lowest unoccupied orbital energy (eV): 0.7036
Relative energy (zero: lowest compared OMol25 entry of this formula, charge and spin) (kcal per mole): 134.1
Calculated total energy (eV): -8367.4653
Total charge: 0


Record 4
Here is a molecular structure, C27H22BrF6IN6O7S3Yb at a distorted geometry from the Open Molecules 2025 dataset. Energies are from ωB97M-V with the def2-TZVPD basis set.

XYZ file:
```
74
Properties=species:S:1:pos:R:3
C -3.02772 3.05810 -0.80578
O 0.98235 1.11397 -1.42047
N 0.79099 2.58096 1.38328
H 3.20618 -3.41281 -1.47116
H 0.10769 3.56090 -0.32045
N -1.07575 -1.62433 1.33152
C 0.45427 -2.82375 2.72156
H 1.92288 1.85275 2.92460
H 1.81741 4.06970 4.19100
H -5.30513 -2.70726 0.47842
H -2.78014 3.49696 0.16343
C 1.05208 -4.01278 3.16863
C 4.04847 0.11065 -0.05164
F -0.13983 -3.96030 -2.51440
O -1.44759 1.05779 0.63440
H -2.17205 3.15614 -1.49944
C 4.82745 -0.42920 -1.07698
C -4.37395 -0.89964 -0.27655
N 2.97843 -0.60235 0.34251
C -4.94972 -2.25961 -0.47155
H 4.99375 -2.95783 -3.10414
F 1.73201 0.94610 -5.07404
C -2.52705 0.65562 0.05251
F 2.68792 2.22271 -3.63323
F 2.67300 0.02595 -3.33930
C -3.07320 -0.64727 0.22398
N -0.48657 -0.05060 -3.23437
H 0.48050 5.69073 5.09782
C -0.01177 -5.24991 1.36235
S 0.32939 1.19719 -2.74476
N 1.04234 6.38315 4.60598
H -6.10910 -0.11407 -1.17166
S -0.69096 -1.41369 -2.41096
C -2.29186 -1.70947 0.82840
H -5.92375 -2.29575 -1.03185
F 1.40901 -2.71815 -3.47739
C 4.53959 -1.70447 -1.63123
O 5.30397 -2.12500 -2.70643
C 0.07892 -2.88892 -3.26654
O -4.10153 -3.14273 -1.13416
C 0.90930 5.12974 2.58495
N -4.70315 1.33507 -0.90956
C 0.43706 3.70304 0.70759
Yb 0.48858 0.16798 0.56848
C -0.47041 -2.86734 1.66280
H -1.13741 -4.00692 -0.03220
H 5.65034 0.14327 -1.43640
O -0.42694 2.36884 -3.01763
H 0.05165 5.81775 0.71314
C 0.72079 -5.22319 2.53777
C 1.50257 4.00856 3.19617
Br 4.48172 1.70480 0.82046
I 0.68815 -1.09321 3.97105
C 0.49718 4.96978 1.24469
C 1.92324 1.11852 -3.76299
C 2.67047 -1.82500 -0.13456
O -0.06244 -1.42079 -1.09055
C -5.13968 0.09779 -0.77882
C 3.42349 -2.41960 -1.12463
H -2.75887 -2.66081 0.80319
C -0.56912 -4.08970 0.91361
H 1.03619 -6.18315 2.98440
C 1.39990 2.77965 2.56170
H 1.77969 -4.01415 3.99379
C -3.41385 1.63739 -0.60000
H -3.92257 3.54252 -1.23504
C 0.86007 6.47086 3.21207
H 1.81591 -2.27652 0.29748
S 0.61149 7.92787 2.50950
F -0.61743 -3.06360 -4.40204
H 0.98898 7.30104 4.95900
H -0.13103 -6.15580 0.74083
H -3.42721 -2.60739 -1.59321
O -2.12757 -1.74676 -2.50691
```

Gap between HOMO and LUMO (spin up / spin down) (eV): 6.977 / 6.621
Multiplicity: 2
Lowest unoccupied orbital energy (spin up / spin down) (eV): -3.5933 / -3.9499
Relative energy (zero: lowest compared OMol25 entry of this formula, charge and spin) (kcal per mole): 0.0
Calculated total energy (eV): -210108.3512
Total charge: +1